[1]
ORCA calculation (wB97M-V/def2-TZVPD) on C14H21NO2S in the gas phase.

Total energy = -1149.46642 a.u.
Relative energy (zero: lowest compared OMol25 entry of this formula, charge and spin) = 113.6 kJ/mol
SMILES = Cc1ccc(SCC(=O)O[C@@H](C)CN(C)C)cc1
HOMO-LUMO gap = 8.694 eV
M = 267.39 g mol⁻¹
Highest occupied orbital energy = -7.959 eV
LUMO level = 0.7346 eV

Structure (XYZ):
```
39
C14H21NO2S wB97M-V/def2-TZVPD
C -1.19755 -3.70850 -1.62548
C -1.29652 -3.00752 -0.34463
C -0.26848 -2.89668 0.60049
C -0.49266 -2.21238 1.80809
C -1.74675 -1.59857 2.04489
S -1.99640 -0.64716 3.49516
C -1.83731 1.03580 2.79349
C -0.62398 1.20167 1.84990
O 0.51145 1.23213 2.34478
O -0.89342 1.23558 0.51881
C 0.25100 1.13888 -0.39594
C -0.29987 0.65658 -1.72025
C 0.89344 2.52626 -0.52406
N 2.35029 2.50787 -0.79837
C 3.23302 2.17509 0.29747
C 2.85971 2.10328 -2.15041
C -2.77128 -1.80840 1.15527
C -2.55267 -2.46411 -0.04087
H -0.15327 -3.85537 -1.92750
H -1.68775 -4.69624 -1.56227
H -1.68112 -3.17295 -2.44343
H 0.71364 -3.30139 0.39555
H 0.29068 -2.07206 2.53324
H -1.74081 1.80917 3.56578
H -2.74186 1.23258 2.20243
H 1.00652 0.39862 -0.00396
H 0.44905 0.57380 -2.49581
H -0.80056 -0.32433 -1.62152
H -1.07999 1.39701 -2.03847
H 0.35199 3.08042 -1.28125
H 0.81005 3.15153 0.39465
H 4.29059 2.35161 0.06308
H 3.13929 1.11828 0.53692
H 2.95777 2.75848 1.18524
H 2.17700 2.54839 -2.87363
H 3.88998 2.44669 -2.33079
H 2.84391 1.04664 -2.26550
H -3.76444 -1.40321 1.37934
H -3.39271 -2.55750 -0.72045
```

Results of the Mulliken charge analysis, in e, for atoms 1 through 4: atom 1 (C): -1.61, atom 2 (C): 0.87, atom 3 (C): -0.66, atom 4 (C): -0.42

---

[2]
ORCA calculation (wB97M-V/def2-TZVPD) on C20H31EuO5S as an isolated structure.

Total energy = -2265.33568 a.u.
Charge = -1
HOMO-LUMO gap (alpha / beta) = 4.006 / 3.994 eV
M = 535.49 g mol⁻¹
Highest occupied orbital energy (alpha / beta) = -2.124 / -2.125 eV
LUMO level (alpha / beta) = 1.8819 / 1.8690 eV
Multiplicity = 8

Structure (XYZ):
```
58
C20H31EuO5S wB97M-V/def2-TZVPD
O 0.72325 -0.08262 -3.55852
C 0.87415 1.08304 -4.43767
C 0.50635 0.35836 -5.72547
H 1.91602 1.43420 -4.41527
H 0.16939 1.88419 -4.18625
C 0.57961 -0.88961 -4.79833
H 1.23671 0.39685 -6.54070
H -0.51812 0.53608 -6.06316
C 1.81753 -1.74141 -5.04518
H 2.72563 -1.12329 -5.01103
H 1.76597 -2.22627 -6.02895
H 1.87065 -2.52194 -4.27718
C -0.69540 -1.70467 -4.85880
H -1.55929 -1.07571 -4.61128
H -0.62634 -2.55799 -4.17778
H -0.83219 -2.07495 -5.88321
Eu 1.34176 -0.23843 1.24961
C -2.09369 -0.68180 3.98880
C -1.61638 0.65835 4.01079
C -2.16225 1.34542 2.88472
H -1.05028 1.08051 4.82961
C -2.98722 0.43437 2.17297
C -2.94675 -0.82083 2.86110
H -3.48863 -1.72531 2.58799
H -1.81961 -1.43451 4.73552
H -1.99601 2.39174 2.66075
H -3.58082 0.66748 1.29347
C 1.38396 -2.58363 3.87318
C 0.40533 -2.72562 2.85891
C 1.05568 -2.99851 1.62359
H -0.67694 -2.64954 3.01486
C 2.47448 -2.94996 1.86814
C 2.65923 -2.65630 3.25243
H 3.60882 -2.51353 3.75352
H 1.19276 -2.52084 4.94547
H 0.56533 -3.18569 0.66547
H 3.25409 -3.19253 1.14354
O -0.71013 0.88943 0.01743
C -1.52671 0.25355 -1.06785
C -2.24546 1.39792 -1.76202
H -2.21239 -0.49917 -0.63016
H -0.82247 -0.24252 -1.75865
C -1.34427 2.62505 -1.49465
H -3.22980 1.54147 -1.26870
H -2.40862 1.20018 -2.83030
C -0.87562 2.35802 -0.06517
H -1.90508 3.57031 -1.60060
H -0.48293 2.62565 -2.20474
H -1.62078 2.67968 0.67844
H 0.08520 2.85740 0.15782
C 2.62346 2.08281 4.78699
S 1.36257 1.79088 3.56650
O 1.04913 0.32411 3.64482
O 0.27335 2.68239 3.90824
O 1.94897 1.95784 2.19357
H 2.12837 2.16637 5.75655
H 3.04751 3.04904 4.50062
H 3.38892 1.29450 4.81619
```

Results of the Mulliken charge analysis, in e, for atoms 1 through 4: atom 1 (O): -0.41, atom 2 (C): -0.27, atom 3 (C): -1.00, atom 4 (H): 0.26

---

[3]
ORCA calculation (wB97M-V/def2-TZVPD) on C4H2Cl4 in the gas phase.

Total energy = -1994.26175 a.u.
Relative energy (zero: lowest compared OMol25 entry of this formula, charge and spin) = 187.0 kJ/mol
SMILES = C=C1C(Cl)(Cl)C1(Cl)Cl
HOMO-LUMO gap = 9.629 eV
M = 191.87 g mol⁻¹
Highest occupied orbital energy = -9.563 eV
LUMO level = 0.0656 eV

Structure (XYZ):
```
10
C4H2Cl4 wB97M-V/def2-TZVPD
C -0.10152 0.24965 0.04793
C -1.39117 0.26322 -0.00038
C -2.86600 -0.79615 0.01390
Cl -3.61827 -1.47039 1.42748
Cl -3.24020 -1.62489 -1.56526
C -2.73529 0.79203 -0.05064
Cl -3.20043 1.64144 -1.52183
Cl -3.08086 1.61534 1.44847
H 0.65639 0.98507 -0.27110
H 0.31923 -0.73171 0.18638
```

Results of the Mulliken charge analysis, in e, for atoms 1 through 4: atom 1 (C): -0.55, atom 2 (C): -0.11, atom 3 (C): 0.15, atom 4 (Cl): -0.12

---

[4]
ORCA calculation (wB97M-V/def2-TZVPD) on a 2-piece molecular cluster, C5H12O2 overall.

Total energy = -348.13920 a.u.
Relative energy (zero: lowest compared OMol25 entry of this formula, charge and spin) = 172.3 kJ/mol
SMILES = C=C[C@@H](C)O.CO
HOMO-LUMO gap = 10.344 eV
M = 104.15 g mol⁻¹
Highest occupied orbital energy = -9.605 eV
LUMO level = 0.7385 eV

Structure (XYZ):
```
19
C5H12O2 wB97M-V/def2-TZVPD
C 1.34046 -0.74973 1.28827
C 0.27275 -1.14022 0.60201
C 0.18814 -1.13344 -0.90651
C -1.24556 -1.26995 -1.40242
O 0.78656 0.07992 -1.38223
H 2.22911 -0.36970 0.78678
H 1.35563 -0.78018 2.37483
H -0.61360 -1.49745 1.12508
H 0.78300 -1.97876 -1.28674
H -1.84724 -0.42628 -1.04839
H -1.27950 -1.30047 -2.49863
H -1.68996 -2.20032 -1.03096
H 0.73226 0.07116 -2.34766
C -0.12060 2.29251 1.25639
O -0.87790 1.66871 0.24520
H 0.00211 3.37092 1.07288
H -0.63847 2.17075 2.21503
H 0.88030 1.85103 1.36516
H -0.25749 1.34149 -0.42808
```

Results of the Mulliken charge analysis, in e, for atoms 1 through 4: atom 1 (C): -1.01, atom 2 (C): -0.16, atom 3 (C): 0.39, atom 4 (C): -1.31

---

[5]
ORCA calculation (wB97M-V/def2-TZVPD) on CH6NS as an isolated structure.

Total energy = -494.21864 a.u.
Relative energy (zero: lowest compared OMol25 entry of this formula, charge and spin) = 360.5 kJ/mol
Charge = +1
HOMO-LUMO gap = 8.891 eV
M = 64.13 g mol⁻¹
Highest occupied orbital energy = -14.480 eV
LUMO level = -5.5892 eV

Structure (XYZ):
```
9
CH6NS wB97M-V/def2-TZVPD
C 0.74204 0.36532 -0.27007
N -0.17891 -0.68261 0.08985
S 2.05114 -0.06896 -1.13710
H -1.62380 1.25574 1.31733
H -2.21532 0.79083 0.99687
H -0.69868 -0.81854 -0.72384
H -0.84558 -0.45162 0.74699
H 0.22905 -1.58580 0.33122
H 2.54006 1.19564 -1.35126
```

Results of the Mulliken charge analysis, in e, for atoms 1 through 4: atom 1 (C): -0.09, atom 2 (N): -0.15, atom 3 (S): 0.00, atom 4 (H): 0.07

---

Short version: max |F| = 0.052, 0.047, 0.076, 0.009, 0.070 Eh/bohr, in the order given.